Below is a molecular structure, C6H5O6Rh in a non-equilibrium geometry, with properties calculated with the ωB97M-V functional and the def2-TZVPD basis.

Properties
**Multiplicity**: 5
**Total charge**: +2
**Relative energy (zero: lowest compared OMol25 entry of this formula, charge and spin)**: 204.2 kJ/mol
**HOMO energy (spin up / spin down)**: -14.47 / -19.81 eV
**Frontier orbital gap (spin up / spin down)**: 6.629 / 4.896 eV
**Strongest force on any atom**: 0.1450 Eh/bohr

Cartesian coordinates (Å):
Rh 0.174996 -0.205759 -1.072942
O 0.127759 -0.111068 1.864224
O 0.058591 -1.324340 -4.145155
O 3.283271 -0.299484 -0.571046
O -2.888718 -0.327921 -0.628344
O 0.168346 3.036747 -0.404082
O 0.214215 -3.252488 -0.479925
C 2.153526 -0.226191 -0.777133
C 0.202340 -2.112337 -0.631453
C -0.666441 0.749293 2.675084
C 0.173460 1.908776 -0.626338
C -1.778757 -0.231747 -0.822951
C 0.095541 -1.120611 -2.998964
H 1.022943 -0.194831 2.265287
H -1.664650 0.746290 2.227586
H 0.324895 0.825073 -2.256344
H -0.274303 1.775028 2.682010
H -0.727013 0.365565 3.700479

Cartesian forces (eV/Å) of the 3 atoms listed first:
Rh -0.170 0.666 1.898
O -0.466 1.313 1.440
O 0.219 1.192 4.901

Results of the natural (NBO) charge analysis, in e, for atoms 1 through 6: 0.200 -0.174 -0.333 -0.331 -0.327 -0.350


Below is C6H5OP in the gas phase in a non-equilibrium geometry, with properties calculated with the ωB97M-V functional and the def2-TZVPD basis.

Properties
**Relative energy (zero: lowest compared OMol25 entry of this formula, charge and spin)**: 468.1 kJ/mol
**HOMO energy (spin up / spin down)**: -8.29 / -8.28 eV
**Frontier orbital gap (spin up / spin down)**: 7.095 / 7.066 eV
**SMILES**: C1=C/C=C\C#[PH]OC=1
**Strongest force on any atom**: 0.0756 Eh/bohr

Cartesian coordinates (Å):
P 2.092805 -0.967554 0.208123
O 2.258410 0.746368 -0.043090
C 1.224347 1.522266 -0.018383
C -1.317128 0.842363 0.394930
C 0.515521 -1.409861 0.063771
C -1.777208 -0.439149 0.174667
C -0.807418 -1.494159 0.115129
C 0.003842 1.214041 0.258527
H -2.802288 -0.868873 0.015372
H -1.279095 -2.357709 -0.078199
H 1.432296 2.597325 -0.323314
H 2.477099 -0.964896 -1.203053
H -2.021189 1.579838 0.435514

Cartesian forces (eV/Å) of the 3 atoms listed first:
P 1.255 0.118 -1.091
O 1.631 0.401 0.643
C 0.418 2.630 -0.923

Results of the natural (NBO) charge analysis, in e, for atoms 1 through 6: 0.834 -0.704 0.078 -0.345 -0.431 -0.148


Below is a molecular structure, C6H6 in a non-equilibrium geometry, with properties calculated with the ωB97M-V functional and the def2-TZVPD basis.

Properties
**Relative energy (zero: lowest compared OMol25 entry of this formula, charge and spin)**: 588.2 kJ/mol
**HOMO energy**: -8.56 eV
**Frontier orbital gap**: 9.360 eV
**Strongest force on any atom**: 0.0750 Eh/bohr

Cartesian coordinates (Å):
C -0.103830 1.380041 0.043685
C -0.077623 -0.058588 0.092547
C -0.342887 2.473585 0.527523
C 2.253800 -1.318812 0.377317
C 1.213382 -0.724140 0.231421
C -1.129065 -0.853930 -0.707271
H 3.190549 -1.821486 0.506197
H -2.091722 -0.341401 -0.657216
H -0.350257 3.528799 0.506079
H -0.442691 0.575299 1.142131
H -0.877253 -0.979361 -1.773411
H -1.242408 -1.860003 -0.289004

Cartesian forces (eV/Å) of the 3 atoms listed first:
C 0.114 1.414 -0.519
C -0.483 0.408 1.351
C 0.469 0.451 -1.137

Results of the natural (NBO) charge analysis, in e, for atoms 1 through 6: -0.054 -0.365 -0.283 -0.220 -0.019 -0.589


Below is C6H6 in the gas phase, with properties calculated with the ωB97M-V functional and the def2-TZVPD basis.

Properties
**Relative energy (zero: lowest compared OMol25 entry of this formula, charge and spin)**: 739.8 kJ/mol
**HOMO energy (spin up / spin down)**: -8.61 / -8.61 eV
**Frontier orbital gap (spin up / spin down)**: 7.024 / 7.025 eV
**Strongest force on any atom**: 0.0153 Eh/bohr

Cartesian coordinates (Å):
C 0.476315 -0.400353 0.069908
C -0.957337 -0.520667 0.154915
C -1.798638 0.761640 0.132215
C 2.926464 -0.359082 -0.713936
C 1.755831 -0.235104 -0.005198
C 4.093049 -0.382258 -1.180178
H -1.122832 -1.084209 -0.787848
H -1.472333 1.426896 -0.670689
H 1.949536 0.205569 1.005943
H -2.851741 0.510510 -0.028791
H -1.277327 -1.218385 0.940749
H -1.720985 1.295443 1.082913

Cartesian forces (eV/Å) of the 3 atoms listed first:
C 0.539 0.092 -0.057
C 0.138 0.028 0.088
C -0.005 0.090 -0.019

Results of the natural (NBO) charge analysis, in e, for atoms 1 through 6: 0.374 -0.532 -0.598 -0.552 -0.273 -0.013


Below is C6H6 in the gas phase, with properties calculated with the ωB97M-V functional and the def2-TZVPD basis.

Properties
**Relative energy (zero: lowest compared OMol25 entry of this formula, charge and spin)**: 729.2 kJ/mol
**HOMO energy**: -7.82 eV
**Frontier orbital gap**: 8.584 eV
**Strongest force on any atom**: 0.0097 Eh/bohr

Cartesian coordinates (Å):
C -0.350486 -0.388612 -0.470878
C 0.440207 -0.215457 0.805479
C -1.689508 -0.099185 -0.520361
C 3.056279 0.124483 0.388143
C 1.875245 -0.016359 0.574722
C -2.771554 0.557491 -0.664004
H 0.117364 -0.872676 -1.322588
H 4.104457 0.249606 0.227096
H -1.300513 0.803514 -1.209416
H 0.036167 0.633781 1.370452
H 0.308621 -1.099154 1.446494
H -3.826282 0.322566 -0.625141

Cartesian forces (eV/Å) of the 3 atoms listed first:
C -0.051 -0.109 -0.004
C -0.012 -0.006 0.096
C -0.182 0.032 0.096

Results of the natural (NBO) charge analysis, in e, for atoms 1 through 6: -0.346 -0.501 -0.229 -0.237 -0.007 -0.373


Below is 24 unconnected molecules or ions with the total composition C6H64BNO24 in a non-equilibrium geometry, with properties calculated with the ωB97M-V functional and the def2-TZVPD basis.

Properties
**Relative energy (zero: lowest compared OMol25 entry of this formula, charge and spin)**: 0.0 kJ/mol
**HOMO energy**: -7.26 eV
**Frontier orbital gap**: 6.101 eV
**Strongest force on any atom**: 0.1645 Eh/bohr

Cartesian coordinates (Å):
O 1.216948 -0.081417 -3.995802
O 1.905948 0.345583 -7.403802
O 4.532948 0.820583 -1.397802
O 2.031948 -2.493417 0.833198
O 1.782948 -3.353417 -1.921802
O 1.916948 3.775583 2.156198
O 1.304948 -0.164417 4.741198
O -4.240052 -3.006417 3.696198
O -4.731052 -0.069417 2.706198
O -2.369052 -4.791417 4.759198
O -1.182052 2.764583 -1.021802
O -3.271052 1.280583 -1.136802
O 2.552948 3.316583 -0.930802
O 0.682948 -4.606417 2.367198
O -0.498052 -3.004417 -3.467802
O 4.414948 2.520583 -3.466802
O -0.345052 -1.037417 2.534198
O 3.559948 1.788583 1.260198
O -0.626052 3.623583 -3.513802
O -0.994052 -0.672417 6.264198
O -0.563052 -1.272417 -5.686802
O -3.770052 -0.983417 5.779198
O 3.347948 3.043583 -6.419802
O -3.789052 -3.761417 0.932198
N 0.730948 0.987583 -0.440802
C 0.989948 0.721583 -2.732802
C 0.994948 0.020583 -1.480802
C -0.475052 -0.453417 1.205198
C -1.471052 -1.768417 2.979198
C 0.690948 0.428583 0.927198
C 2.540948 -0.584417 -4.119802
B -3.002052 2.867583 3.029198
H -4.365052 -0.471417 6.361198
H 1.032948 -0.401417 3.910198
H -4.392052 -4.416417 0.371198
H 2.571948 -1.416417 -4.716802
H -2.252052 -1.127417 3.381198
H -2.222052 3.658583 3.360198
H 3.312948 2.622583 -5.440802
H -2.846052 1.746583 3.339198
H -1.326052 -2.314417 3.955198
H -0.434052 -2.178417 -3.904802
H -1.461052 0.151583 1.398198
H 1.348948 -3.030417 1.373198
H 3.026948 2.580583 1.183198
H 2.778948 4.061583 -0.455802
H -0.936052 3.243583 -1.972802
H 3.568948 4.024583 -6.368802
H -2.028052 -0.790417 6.128198
H -2.443052 1.828583 -0.992802
H -4.480052 0.831583 2.810198
H 4.752948 1.370583 -2.006802
H 2.600948 4.418583 2.471198
H -2.703052 -4.436417 4.053198
H 5.093948 1.966583 -3.882802
H -3.159052 -4.436417 1.133198
H -0.639052 -1.472417 6.553198
H 4.065948 1.396583 -0.804802
H 3.414948 1.458583 2.039198
H -2.719052 -4.319417 5.520198
H 0.819948 1.274583 1.634198
H -1.268052 -3.557417 -3.437802
H -0.228052 -4.764417 2.089198
H -1.337052 -0.635417 -5.511802
H 1.603948 0.014583 0.889198
H -3.087052 2.942583 1.861198
H 1.672948 1.420583 -3.014802
H -0.210052 4.560583 -3.495802
H 0.233948 -0.755417 -5.518802
H -3.934052 -0.476417 3.184198
H -4.077052 3.296583 3.385198
H 2.015948 -0.483417 -1.175802
H 1.304948 0.665583 -8.094802
H -1.466052 3.830583 -3.755802
H 1.096948 -2.860417 -2.335802
H -0.148052 1.498583 -0.603802
H -4.095052 -1.361417 4.986198
H -5.075052 -3.415417 4.011198
H -0.384052 -1.270417 0.389198
H 1.450948 1.793583 -0.263802
H 4.945948 3.318583 -3.531802
H -4.003052 1.601583 -0.784802
H 0.071948 1.181583 -2.874802
H -4.026052 -3.268417 2.753198
H 1.033948 -4.973417 3.160198
H 1.976948 -4.264417 -2.095802
H -1.706052 -2.712417 2.380198
H 2.993948 -1.152417 -3.390802
H 2.100948 1.203583 -6.926802
H 2.952948 3.423583 -1.766802
H 1.417948 3.525583 2.905198
H 3.145948 0.257583 -4.418802
H 0.505948 -0.319417 5.392198
H 1.857948 -2.930417 0.008198
H 0.227948 -0.835417 -1.449802
H -1.424052 3.475583 -0.406802

Cartesian forces (eV/Å) of the 3 atoms listed first:
O -0.884 -0.927 2.203
O -0.068 1.791 0.647
O -2.008 -5.574 5.626

Results of the Mulliken charge analysis, in e, for atoms 1 through 6: -0.272 -0.590 -0.579 -0.554 -0.611 -0.603


Below is a molecular structure, C6H6AlO3 in a non-equilibrium geometry, with properties calculated with the ωB97M-V functional and the def2-TZVPD basis.

Properties
**Total charge**: +1
**Relative energy (zero: lowest compared OMol25 entry of this formula, charge and spin)**: 804.1 kJ/mol
**HOMO energy (spin up / spin down)**: -12.38 / -11.70 eV
**Frontier orbital gap (spin up / spin down)**: 6.221 / 3.602 eV
**Strongest force on any atom**: 0.2566 Eh/bohr

Cartesian coordinates (Å):
Al 2.922452 0.330489 1.767494
O -2.659733 0.520782 -0.523335
O 2.731471 -0.990733 1.228904
O -0.014664 2.947997 -1.111147
C 0.526687 -0.535860 0.364738
C 1.666561 -1.539639 0.524359
C -1.912507 -0.706831 0.004485
C -1.088303 2.409040 -1.304500
C -2.218352 1.906170 -0.990231
C -0.677615 -0.808541 -0.501186
H 1.253163 -2.420924 1.052976
H 0.179953 -0.293246 1.383870
H -3.168142 1.030585 0.225717
H 1.008190 0.316380 -0.156351
H -0.529438 -0.311607 -1.474562
H 1.980275 -1.854060 -0.491231

Cartesian forces (eV/Å) of the 3 atoms listed first:
Al 2.079 12.013 5.051
O -1.460 5.026 -0.044
O -1.699 -11.021 -4.540

Results of the natural (NBO) charge analysis, in e, for atoms 1 through 6: 1.510 -0.552 -1.042 -0.369 -0.457 -0.069